Entry 1:
129
Properties=species:S:1:pos:R:3:forces:R:3 method="wB97M-V/def2-TZVPD" orbital_gap_ev=9.85 de_lowest_kcal_mol=84.4 homo_ha=-0.3738 total_energy_ev=-150756.0568 largest_force_ha_per_bohr=0.07641 multiplicity=1 smiles="CCOS(C)(=O)=O.CCOS(C)(=O)=O.CCOS(C)(=O)=O.CCOS(C)(=O)=O.CCOS(C)(=O)=O.CCOS(C)(=O)=O.C[N+](=O)[O-].C[N+](=O)[O-].C[N+](=O)[O-].CO.CO.CO"
C -5.9512 -2.0054 2.4797 1.2 0.7 -0.9
C -4.6362 -1.3283 3.0584 -1.3 -1.7 0.5
O -5.0134 -0.0453 3.5015 0.7 2.7 0.9
S -3.8234 1.0755 3.9083 0.5 1.2 0.4
C -3.4224 1.8179 2.2887 -1.4 -1.3 0.8
O -4.3597 2.1311 4.7875 0.3 -2.6 -1.9
O -2.6140 0.3852 4.3135 -1.2 -0.1 0.2
H -5.6983 -2.9493 1.9968 0.3 -0.1 0.1
H -6.2337 -1.3322 1.6704 -0.2 0.0 -0.2
H -6.8678 -2.1949 3.0384 0.6 0.4 0.9
H -4.2577 -1.8687 3.9260 0.1 -0.2 -0.1
H -3.8578 -1.2921 2.2963 -0.2 0.0 -0.2
H -2.6234 1.2008 1.8777 0.3 0.6 0.2
H -3.3016 2.8819 2.4923 0.3 -0.3 -0.4
H -4.3027 1.5627 1.6988 -0.1 0.6 -0.2
C -7.1628 -2.5930 -1.7476 -0.9 0.2 -0.2
C -5.6402 -2.8192 -1.7523 -1.9 0.8 -0.2
O -5.0498 -1.7046 -1.0265 2.2 0.8 -0.3
S -3.9480 -0.7168 -1.8159 -1.8 2.3 -1.1
C -5.1994 0.1569 -2.9611 1.0 -1.6 0.8
O -3.5084 0.3913 -0.9498 -0.6 -2.7 -0.5
O -2.9869 -1.4568 -2.6160 -1.2 0.4 1.3
H -7.6606 -3.2168 -2.4900 0.2 -0.4 0.1
H -7.5631 -1.6100 -1.9960 0.8 0.4 -0.2
H -7.6610 -2.7715 -0.7948 0.4 -0.4 0.2
H -5.5358 -3.7764 -1.2416 1.0 0.3 0.1
H -5.2929 -2.8546 -2.7849 0.4 -0.1 0.2
H -6.0238 0.5476 -2.3646 0.4 0.1 0.2
H -5.5954 -0.6436 -3.5861 0.1 0.2 -0.3
H -4.6579 0.9137 -3.5287 0.0 -0.1 0.1
C 1.2773 1.4168 4.0013 -0.3 -0.1 -0.6
C 0.6981 2.4833 3.0610 1.8 -0.9 0.4
O 0.2075 3.5898 3.8125 -2.9 1.1 -1.0
S -0.6511 4.7205 2.8865 1.6 1.0 2.1
C 0.8030 5.6618 2.3950 -1.1 -0.8 -0.2
O -1.2908 4.1186 1.7257 0.3 0.3 1.3
O -1.3459 5.6013 3.8359 0.6 -2.2 -1.8
H 0.5440 0.6899 4.3505 -0.2 0.6 0.6
H 1.8750 1.9082 4.7690 -0.2 -0.3 0.2
H 1.9282 0.7886 3.3931 0.3 0.2 -0.1
H 1.5972 2.8773 2.5872 -0.1 -0.1 -0.8
H 0.0095 2.0081 2.3623 -0.2 0.5 0.0
H 1.3855 5.0640 1.6940 0.0 0.1 0.0
H 1.3408 5.8162 3.3304 -0.1 0.4 -0.3
H 0.3396 6.5216 1.9112 0.6 0.3 0.2
C 6.4017 -4.2737 0.6341 0.1 0.6 -0.4
C 5.0182 -4.6077 1.2201 1.5 0.0 -0.6
O 4.4605 -3.3754 1.7828 -0.6 -0.4 0.5
S 2.8401 -3.2277 1.9201 0.2 -1.0 -1.0
C 2.5069 -2.9307 0.1296 -0.8 -0.7 0.6
O 2.3002 -4.5061 2.3963 0.7 2.1 -1.0
O 2.5294 -2.0118 2.6516 0.7 -1.2 -0.6
H 6.9318 -5.1629 0.2929 -0.3 -0.3 0.2
H 7.0910 -3.7452 1.2926 -0.3 -0.1 0.5
H 6.3505 -3.6282 -0.2427 -0.4 0.0 -0.1
H 4.4321 -5.0421 0.4103 -0.5 0.4 0.1
H 5.2025 -5.4212 1.9217 -0.7 0.5 0.7
H 1.4299 -2.7736 0.0709 0.0 0.1 0.0
H 2.7163 -3.8250 -0.4575 0.1 -0.2 0.4
H 3.0280 -2.1027 -0.3510 0.1 0.2 0.8
C 5.0295 0.1057 -0.5820 -1.2 -0.1 -0.5
C 4.6369 0.6097 0.7880 -0.7 -0.2 -0.9
O 5.8626 0.8522 1.4267 1.2 0.8 3.5
S 5.7352 1.2028 3.0938 -0.8 0.5 0.4
C 5.3332 -0.4636 3.7911 0.3 1.0 -0.6
O 7.0358 1.5438 3.6733 -1.9 -0.3 -1.7
O 4.5855 2.1297 3.2298 2.2 -1.8 -0.3
H 5.4595 0.8683 -1.2314 0.6 -0.1 0.4
H 4.1078 -0.1292 -1.1144 -0.3 -0.3 0.0
H 5.5899 -0.8260 -0.5042 0.3 0.3 -0.1
H 4.0070 1.4982 0.7461 0.2 0.2 0.0
H 4.0378 -0.1459 1.2962 0.1 -0.2 0.2
H 5.5861 -0.4707 4.8513 -0.2 0.4 -0.1
H 6.0280 -1.1410 3.2947 -0.3 -0.1 -0.2
H 4.2795 -0.6767 3.6106 0.2 -0.1 0.0
C -1.7838 -4.8022 -2.2284 0.5 0.7 0.6
C -0.7363 -3.6175 -2.1727 -1.5 -0.3 0.1
O 0.5693 -4.0706 -2.3644 2.8 -1.0 -2.6
S 1.1142 -4.0810 -3.9727 0.5 -0.3 -0.1
C 1.6434 -2.2882 -4.0576 -0.7 -2.1 0.2
O 2.3373 -4.9013 -4.0642 -2.6 1.4 0.6
O -0.0461 -4.3550 -4.8295 1.9 0.5 1.3
H -2.0555 -5.1930 -3.2090 0.1 0.7 -0.2
H -2.6715 -4.5377 -1.6538 -0.2 0.3 -0.3
H -1.4159 -5.6860 -1.7072 0.5 0.2 0.2
H -0.9097 -2.7743 -2.8413 -0.6 -0.3 -0.3
H -0.6469 -3.1235 -1.2052 -0.6 -0.4 0.4
H 2.3628 -2.2675 -3.2391 -0.2 0.5 0.0
H 0.6882 -1.7967 -3.8724 0.5 0.5 0.1
H 2.1109 -2.0528 -5.0137 -0.3 -0.2 0.1
C -3.1804 3.7485 -1.0554 0.2 -0.1 0.2
N -2.5247 4.0505 -2.4023 -1.2 0.6 0.9
O -1.7625 3.2593 -2.9046 0.2 -0.3 0.0
O -2.8673 5.1129 -2.8900 0.3 -0.5 0.0
H -3.0184 4.6038 -0.3994 0.1 0.0 -0.3
H -2.7955 2.8508 -0.5716 0.3 0.1 -0.5
H -4.2528 3.6243 -1.2061 0.1 0.1 -0.3
C -0.6138 -2.1055 3.6604 0.3 -0.3 -0.7
N -1.0452 -1.9227 2.2061 0.3 1.1 0.7
O -0.8900 -2.8333 1.4323 -0.1 -0.7 -0.1
O -1.4263 -0.8131 1.8699 -0.1 -0.2 0.0
H 0.1072 -2.9199 3.5885 0.0 0.2 0.3
H -1.4392 -2.3893 4.3133 -0.2 0.2 -0.4
H -0.1816 -1.1583 3.9830 -0.1 -0.3 -0.1
C -0.1515 1.2379 -0.7102 -0.3 1.1 -0.8
N 0.9811 0.3108 -0.5516 0.1 -1.3 -1.4
O 1.2689 -0.5619 -1.4303 -0.8 2.2 2.0
O 1.5762 0.4966 0.4789 0.8 -0.9 0.0
H -0.2565 1.5705 -1.7429 0.0 -0.5 0.0
H 0.1509 2.1201 -0.1460 -0.2 -0.1 0.1
H -1.0869 0.8342 -0.3226 0.3 -0.4 0.0
C 0.4668 2.1629 -5.4389 -0.5 1.4 -1.7
O 0.8172 1.2063 -4.4998 0.2 -0.6 0.5
H 1.3642 2.7099 -5.7281 0.1 0.1 0.3
H 0.0614 1.8255 -6.3928 0.2 -0.9 -0.1
H -0.3028 2.8795 -5.1523 0.1 0.1 0.8
H 0.0928 0.6062 -4.3085 -0.2 0.1 0.0
C 0.3139 5.5652 -1.3137 0.8 -0.2 1.1
O 1.6859 5.6204 -1.6540 0.0 0.3 -0.2
H -0.2875 6.2059 -1.9587 -0.3 -0.3 0.0
H 0.0283 4.5180 -1.2147 -0.6 -0.1 -0.6
H 0.2604 5.8901 -0.2746 -0.2 0.5 -0.1
H 1.7861 5.0321 -2.4059 0.3 -0.3 0.0
C 3.3064 2.3990 -2.6275 0.6 0.5 0.4
O 1.9880 2.8188 -2.5052 -1.2 0.8 0.3
H 3.7727 2.8942 -3.4792 0.2 -0.6 -0.5
H 3.8437 2.8255 -1.7804 0.0 -0.3 0.3
H 3.3245 1.3094 -2.6032 0.6 0.0 -0.4
H 1.5050 2.4884 -3.2663 -0.2 -0.4 -0.1

Entry 2:
121
Properties=species:S:1:pos:R:3:forces:R:3 method="wB97M-V/def2-TZVPD" orbital_gap_ev=6.56 de_lowest_kcal_mol=172.8 homo_ha=-0.3028 total_energy_ev=-85963.5139 largest_force_ha_per_bohr=0.15200 multiplicity=1
O 1.5777 -2.3616 -4.9156 0.7 0.1 0.0
H 1.1211 -1.9722 -4.1662 -0.6 0.8 1.1
H 1.2693 -1.9965 -5.7481 -0.3 0.5 -0.7
H 1.4218 -3.3086 -4.8975 -0.2 -1.7 0.0
C -2.0109 0.6583 0.5036 1.8 -2.9 -1.4
F -2.9809 -0.1212 -0.0375 0.2 0.2 0.4
F -2.5005 1.8179 0.7313 -0.6 1.6 0.9
F -1.5998 0.0377 1.6639 -0.5 0.9 -1.0
S -0.5912 0.7457 -0.8365 1.8 0.3 -1.6
O -0.5076 -0.5841 -1.4870 -0.8 0.9 0.9
O -1.0582 1.8094 -1.7472 -0.1 -1.1 1.3
O 0.6828 1.0670 -0.1700 -1.5 -0.1 0.3
C 3.1767 4.5276 -4.5533 0.7 -1.1 -0.1
O 2.9516 3.4110 -4.9298 -0.6 -1.9 -1.0
N 4.3302 5.1491 -4.7833 2.4 1.4 -0.8
N 2.3675 5.2216 -3.7801 -1.4 1.2 1.1
H 4.5803 5.9847 -4.2741 0.0 -0.2 -0.3
H 4.9163 4.8572 -5.5524 -0.1 -0.1 0.4
H 2.5307 6.2160 -3.8495 -1.0 -0.1 0.5
H 1.4765 4.7674 -3.6388 -0.1 0.6 0.2
C -2.3792 1.6422 -8.1330 0.2 -0.1 -0.4
O -2.0446 0.5314 -8.2639 2.2 -6.1 0.0
N -3.0625 2.2289 -9.0246 -3.9 3.2 -4.8
N -2.0883 2.4147 -7.1631 1.8 2.7 5.1
H -3.4226 3.1469 -8.8062 -0.2 -0.3 -0.9
H -3.1505 1.7915 -9.9307 -0.3 0.3 0.3
H -2.2561 3.4083 -7.2322 0.4 -0.4 0.5
H -1.4727 2.0104 -6.4720 -0.2 0.6 0.2
C 4.8849 3.4073 2.5167 2.6 1.0 3.4
O 5.8386 4.0120 3.0218 -0.3 0.0 -0.6
N 4.4834 3.4051 1.3215 -1.0 1.2 -7.7
N 4.1095 2.6115 3.2008 -1.1 -2.1 4.1
H 3.7589 2.7766 1.0047 0.2 0.3 0.0
H 4.8996 3.9856 0.6074 0.0 -0.1 0.3
H 4.4632 2.5090 4.1413 -0.7 -0.5 0.1
H 3.3343 2.0729 2.8418 0.3 0.2 0.3
C -6.1808 6.9165 2.3320 0.9 -0.6 -1.8
C -4.6037 7.0275 2.2665 -1.4 1.6 0.4
C -3.9954 7.0972 0.8682 2.0 -3.4 0.5
O -4.4255 8.0727 0.0942 -3.6 4.3 -4.3
C -4.1291 7.9199 -1.3232 0.6 -0.8 0.9
N -4.2626 8.3744 2.8249 0.3 -1.3 -0.1
H -6.5329 6.0775 1.7319 0.1 -0.9 0.6
H -6.6635 7.6740 1.7144 0.3 0.8 0.5
H -6.5699 6.8964 3.3500 0.1 0.0 -0.1
H -4.1786 6.2321 2.8786 0.3 0.0 -0.3
H -4.1292 6.1821 0.2914 0.2 -0.8 0.5
H -2.9481 7.3987 0.8482 1.0 -1.5 1.4
H -3.1154 7.5403 -1.4512 0.7 0.5 0.3
H -4.2527 8.8259 -1.9164 -0.2 0.1 0.7
H -4.6327 7.0925 -1.8229 -1.0 0.0 0.4
H -4.3537 8.8933 1.9632 -0.2 1.2 0.5
H -5.0218 8.5842 3.4572 0.1 0.7 0.0
C 1.8361 2.2767 7.7276 -0.7 0.3 0.1
C 2.5921 0.9832 7.7615 1.5 0.3 1.7
C 1.8701 -0.1557 7.0951 0.7 1.0 -0.8
O 0.6626 -0.2863 7.8090 -0.6 -0.1 -0.2
C -0.5515 0.1827 7.1891 0.0 -1.7 0.4
N 3.9930 1.2120 7.4026 0.6 -0.1 -1.5
H 1.4973 2.5366 6.7247 0.4 0.2 -0.2
H 2.4128 3.0869 8.1737 0.0 0.1 -0.2
H 0.9170 2.1848 8.3063 0.1 0.0 0.2
H 2.6370 0.6211 8.7886 -0.5 0.2 0.5
H 2.5645 -0.9941 7.1486 -0.6 -0.7 0.4
H 1.7597 0.0322 6.0271 -0.5 0.1 -0.2
H -1.3398 0.0352 7.9273 0.2 0.4 0.4
H -0.8469 -0.5784 6.4670 0.2 0.4 -0.8
H -0.5968 1.2042 6.8116 0.5 -0.1 -0.1
H 4.4443 2.0210 7.8051 -0.6 0.2 0.1
H 4.6538 0.4640 7.5574 -0.5 -0.4 0.0
C -5.2933 -5.5149 4.0070 -1.5 -0.2 -2.2
C -4.4216 -6.5896 3.3168 0.4 1.3 -0.3
C -3.6988 -6.2403 1.8479 -2.5 -1.2 1.5
O -4.7112 -6.2711 0.8334 -0.4 0.8 0.1
C -5.0546 -5.0259 0.1883 1.6 0.0 1.5
N -3.4544 -6.8112 4.3209 2.5 -1.2 0.5
H -5.4548 -5.6903 5.0706 0.7 0.1 -0.1
H -6.2948 -5.6148 3.5885 -0.3 0.3 -0.2
H -4.9860 -4.5058 3.7325 0.3 0.1 0.5
H -4.9675 -7.5330 3.3298 -0.3 0.1 -1.0
H -3.0223 -7.0427 1.5535 0.1 -0.3 0.5
H -3.0694 -5.3576 1.9608 -0.4 0.6 -0.2
H -4.1399 -4.7690 -0.3459 -0.6 0.1 -1.4
H -5.0741 -4.1810 0.8767 -0.4 -0.1 0.7
H -6.0412 -5.0727 -0.2727 0.6 -0.3 -0.5
H -2.8816 -6.0002 4.5064 -0.1 0.4 0.1
H -2.8028 -7.4732 3.9244 0.5 -0.5 0.4
C -0.5204 -7.1704 -4.0624 0.0 -0.1 1.1
C -0.2767 -6.6651 -5.4261 -1.1 0.2 -0.4
C -1.3291 -5.5939 -5.8086 0.1 -1.3 -0.2
O -1.4333 -4.6166 -4.8357 1.5 0.0 1.2
C -2.6316 -3.9432 -4.8382 -1.2 1.4 -0.6
N 1.0150 -6.1079 -5.4825 1.7 2.1 -0.3
H 0.3245 -7.8069 -3.7993 -0.3 -0.5 0.2
H -1.4800 -7.6862 -4.0272 0.2 -0.2 0.3
H -0.4921 -6.3527 -3.3422 -0.3 0.0 0.0
H -0.3252 -7.5264 -6.0924 -0.6 0.0 -0.5
H -2.2887 -6.1065 -5.8757 -0.2 -0.2 -0.3
H -1.1006 -5.1442 -6.7748 0.0 0.0 -0.4
H -2.6823 -3.3024 -5.7184 -0.2 0.1 -0.4
H -2.7292 -3.2357 -4.0148 0.3 -0.4 0.4
H -3.5078 -4.5912 -4.8625 0.0 -0.3 0.2
H 1.7784 -6.6766 -5.1449 -0.2 -0.2 -0.1
H 1.2044 -5.7667 -6.4141 0.4 -0.2 -0.1
C 6.8527 -0.2281 -1.8540 0.9 0.9 0.1
C 6.3294 -1.3141 -0.9720 0.3 -0.6 1.6
C 6.6614 -1.2488 0.5403 -0.7 0.3 -0.4
O 6.2214 -2.4627 1.2388 1.1 1.5 -2.6
C 6.1824 -2.2960 2.5895 -0.9 0.1 2.2
N 4.8797 -1.3951 -1.1970 0.2 -0.6 0.2
H 6.4312 -0.4807 -2.8269 0.1 0.7 -0.1
H 7.9394 -0.1761 -1.9205 0.2 -0.6 -0.1
H 6.6643 0.7891 -1.5104 -0.9 0.1 -0.2
H 6.9383 -2.1625 -1.2841 -0.9 -0.8 -0.4
H 6.1194 -0.4098 0.9767 -0.2 0.2 0.2
H 7.7130 -0.9800 0.6396 0.4 -0.6 0.4
H 7.1076 -2.3858 3.1588 0.5 -0.6 -0.4
H 5.4304 -2.9958 2.9540 0.3 -0.3 0.3
H 5.8330 -1.3308 2.9561 -0.4 0.5 -0.6
H 4.4786 -1.9547 -0.4580 0.0 -0.7 0.0
H 4.5020 -0.4939 -0.9416 -0.1 0.6 -0.4